This record from OMol25 describes a 6-piece molecular cluster, C58H64FN3O22PS overall. The level of theory is the ωB97M-V functional and the def2-TZVPD basis.

Values from the calculation:
total charge	+1
highest occupied orbital energy	-10.5323	eV
Kohn-Sham gap	6.824	eV

Element x y z (Å)
C: -4.964 -4.271 -4.949
C: -3.783 -4.179 -5.902
O: -2.566 -3.795 -5.303
C: -2.473 -2.409 -5.066
C: -1.577 -2.049 -3.885
C: -1.820 -2.747 -2.517
N: -3.220 -3.159 -2.400
C: -4.107 -2.351 -1.940
C: -4.409 -0.975 -2.493
C: -4.985 -2.801 -0.798
C: -1.321 -1.825 -1.401
C: 0.033 -1.124 -1.520
O: -0.121 0.225 -1.123
C: 0.815 0.645 -0.187
C: 2.145 0.773 -0.581
C: 3.115 1.201 0.321
C: 4.548 1.366 -0.141
C: 2.770 1.479 1.648
C: 1.436 1.353 2.023
C: 0.442 0.956 1.118
C: -0.993 0.900 1.635
C: -1.360 -0.494 2.204
C: -2.045 1.444 0.638
N: -1.430 -2.754 -0.252
C: -1.322 -3.979 -0.609
C: -1.446 -5.045 0.416
C: -2.889 -5.216 0.865
F: -0.716 -4.688 1.545
C: -1.045 -4.059 -2.135
N: 0.433 -4.023 -2.114
C: 1.068 -3.763 -3.117
S: 1.884 -3.580 -4.419
P: -1.510 -5.663 -3.045
C: -2.864 -6.537 -2.153
C: -0.090 -6.834 -2.933
C: 0.500 -7.171 -1.558
H: -5.773 -4.854 -5.388
H: -5.399 -3.292 -4.733
H: -4.704 -4.714 -3.991
H: -4.058 -3.531 -6.741
H: -3.626 -5.169 -6.327
H: -3.462 -1.953 -5.017
H: -1.989 -1.963 -5.943
H: -1.764 -0.987 -3.706
H: -0.552 -2.104 -4.243
H: -3.585 -0.265 -2.433
H: -4.756 -1.106 -3.515
H: -5.242 -0.533 -1.955
H: -5.664 -1.997 -0.521
H: -4.389 -3.024 0.080
H: -5.620 -3.634 -1.104
H: -1.980 -1.002 -1.120
H: 0.736 -1.637 -0.861
H: 0.460 -1.179 -2.520
H: 2.435 0.548 -1.598
H: 4.557 1.446 -1.225
H: 4.892 2.324 0.245
H: 5.180 0.558 0.213
H: 3.530 1.787 2.354
H: 1.171 1.576 3.048
H: -1.008 1.596 2.470
H: -0.545 -1.200 2.054
H: -2.266 -0.859 1.709
H: -1.607 -0.438 3.260
H: -1.570 2.101 -0.080
H: -2.779 2.006 1.214
H: -2.593 0.642 0.143
H: -1.620 -2.516 0.720
H: -1.067 -6.010 0.099
H: -3.046 -6.198 1.299
H: -3.121 -4.417 1.570
H: -3.587 -5.133 0.037
H: -3.154 -7.336 -2.835
H: -3.725 -5.899 -2.001
H: -2.539 -7.037 -1.242
H: 0.685 -6.431 -3.583
H: -0.405 -7.763 -3.406
H: -0.193 -7.811 -1.010
H: 1.401 -7.771 -1.688
H: 0.791 -6.302 -0.976
C: 9.150 -0.577 -3.531
C: 8.513 -0.870 -2.390
C: 7.012 -0.903 -2.305
O: 6.504 -1.195 -1.237
C: 6.246 -0.580 -3.494
C: 6.882 -0.283 -4.636
C: 8.385 -0.275 -4.728
O: 8.884 -0.013 -5.805
O: 6.245 0.022 -5.758
O: 9.151 -1.153 -1.260
H: 10.228 -0.553 -3.604
H: 5.167 -0.591 -3.417
H: 6.940 0.190 -6.425
H: 8.459 -1.329 -0.595
C: -0.279 6.152 -0.426
C: 0.312 4.959 -0.581
C: 0.987 4.558 -1.863
O: 1.514 3.461 -1.917
C: 0.971 5.496 -2.971
C: 0.380 6.688 -2.824
C: -0.276 7.099 -1.532
O: -0.772 8.214 -1.496
O: 0.328 7.588 -3.797
O: 0.345 4.047 0.388
H: -0.760 6.433 0.489
H: 1.445 5.193 -3.894
H: -0.150 8.357 -3.431
H: 0.836 3.278 0.033
C: -1.044 11.542 2.533
C: -0.937 10.490 1.707
C: -0.606 9.116 2.220
O: -0.548 8.220 1.395
C: -0.374 8.937 3.638
C: -0.477 9.989 4.463
C: -0.834 11.363 3.958
O: -0.924 12.258 4.776
O: -0.278 9.902 5.769
O: -1.116 10.580 0.397
H: -1.283 12.535 2.180
H: -0.120 7.946 3.989
H: -0.417 10.803 6.123
H: -0.991 9.680 0.021
C: 6.802 2.507 6.570
C: 6.145 3.043 5.533
C: 5.502 2.190 4.475
O: 4.905 2.754 3.572
C: 5.625 0.750 4.577
C: 6.285 0.211 5.613
C: 6.908 1.063 6.688
O: 7.473 0.496 7.602
O: 6.437 -1.095 5.768
O: 6.012 4.353 5.364
H: 7.266 3.110 7.337
H: 5.173 0.147 3.801
H: 6.948 -1.211 6.594
H: 5.497 4.473 4.545
C: -5.357 -4.262 3.878
C: -6.355 -4.388 4.769
C: -7.093 -3.189 5.309
O: -7.995 -3.386 6.095
C: -6.679 -1.868 4.861
C: -5.682 -1.749 3.977
C: -4.968 -2.949 3.421
O: -4.078 -2.752 2.600
O: -5.253 -0.572 3.528
O: -6.760 -5.556 5.228
H: -4.824 -5.115 3.484
H: -7.201 -1.012 5.265
H: -4.529 -0.766 2.905
H: -7.490 -5.369 5.852

***

This record from OMol25 describes one molecule with the formula C22H18ClN3O4. The level of theory is the ωB97M-V functional and the def2-TZVPD basis.

Values from the calculation:
highest occupied orbital energy	-8.9634	eV
Kohn-Sham gap	9.164	eV
SMILES	O=C1O[C@H](CC(=O)N(Cc2nnc(-c3ccccc3Cl)o2)C2CC2)c2ccccc21

Element x y z (Å)
O: 2.089 1.127 -0.052
C: 1.910 -0.056 -0.293
O: 0.715 -0.644 -0.495
C: 0.937 -2.056 -0.611
C: 0.369 -2.740 0.660
C: -0.954 -3.340 0.398
O: -1.024 -4.160 -0.507
N: -2.081 -3.042 1.137
C: -2.030 -2.385 2.463
C: -1.891 -0.883 2.350
N: -1.134 -0.203 3.181
N: -1.025 1.067 2.713
C: -1.719 1.118 1.614
C: -1.895 2.396 0.898
C: -0.900 3.383 0.987
C: -1.027 4.571 0.254
C: -2.158 4.797 -0.560
C: -3.129 3.785 -0.650
C: -3.002 2.570 0.030
Cl: -4.195 1.335 -0.227
O: -2.307 -0.070 1.370
C: -3.356 -3.347 0.540
C: -4.634 -2.517 0.739
C: -3.837 -2.437 -0.543
C: 2.441 -2.211 -0.595
C: 3.268 -3.333 -0.774
C: 4.700 -3.201 -0.671
C: 5.250 -1.932 -0.373
C: 4.388 -0.803 -0.246
C: 3.002 -0.984 -0.369
H: 0.529 -2.456 -1.555
H: 0.370 -1.976 1.474
H: 0.993 -3.529 0.975
H: -1.226 -2.770 3.074
H: -2.976 -2.628 2.989
H: 0.035 3.206 1.500
H: -0.257 5.355 0.248
H: -2.331 5.669 -1.186
H: -4.046 3.891 -1.203
H: -3.483 -4.401 0.291
H: -4.562 -1.672 1.458
H: -5.612 -3.035 0.655
H: -3.269 -1.494 -0.738
H: -4.222 -2.912 -1.453
H: 2.798 -4.277 -1.029
H: 5.375 -4.034 -0.828
H: 6.329 -1.779 -0.314
H: 4.806 0.157 0.001

***

This record from OMol25 describes C38H41Cr2N7O5 as an isolated structure. The level of theory is the ωB97M-V functional and the def2-TZVPD basis.

Values from the calculation:
highest occupied orbital energy (alpha / beta)	-6.2846 / -7.5976	eV
Kohn-Sham gap (alpha / beta)	5.882 / 7.267	eV
spin multiplicity	9
⟨S²⟩	20.033

Element x y z (Å)
Cr: 0.713 -0.497 -0.816
Cr: 2.537 -4.731 -0.802
C: 4.722 -3.265 1.187
O: 4.048 -4.472 0.730
H: 5.179 -3.186 2.174
H: 5.442 -3.052 0.397
H: 3.966 -2.500 1.012
C: 3.254 1.196 0.420
O: 2.085 1.039 -0.302
H: 3.731 0.235 0.610
H: 3.928 1.952 0.015
H: 3.071 1.529 1.441
C: 0.659 -3.008 -1.499
O: 0.857 -4.147 -1.905
O: 1.563 -2.597 -0.822
O: -0.277 -2.208 -1.582
N: 0.624 5.366 4.700
C: 1.889 5.104 4.343
C: 2.189 4.180 3.398
C: 1.143 3.332 2.913
C: -0.198 3.554 3.405
C: -0.402 4.629 4.238
H: 2.655 5.761 4.727
H: 3.209 4.134 3.045
H: 1.433 2.584 2.189
H: -1.055 2.927 3.206
H: -1.345 4.926 4.673
N: 1.493 0.055 -3.012
C: 2.405 -0.677 -3.631
C: 2.781 -0.573 -4.978
C: 2.032 0.295 -5.772
C: 0.938 1.038 -5.212
C: 0.882 0.989 -3.800
H: 3.054 -1.263 -2.996
H: 3.517 -1.178 -5.486
H: 2.352 0.502 -6.783
H: 0.322 1.771 -5.712
H: 0.251 1.696 -3.281
N: -4.155 -3.527 1.124
C: -3.006 -4.295 0.665
C: -2.618 -4.232 -0.690
C: -3.427 -3.539 -1.574
C: -4.551 -2.918 -1.176
C: -4.877 -2.884 0.171
H: -2.577 -4.977 1.384
H: -1.760 -4.723 -1.124
H: -3.215 -3.591 -2.632
H: -5.196 -2.457 -1.909
H: -5.655 -2.225 0.528
N: -0.168 -0.726 1.142
C: -1.430 -1.191 1.249
C: -2.151 -1.106 2.482
C: -1.450 -0.754 3.644
C: -0.075 -0.399 3.598
C: 0.509 -0.358 2.287
H: -1.852 -1.813 0.473
H: -3.162 -1.487 2.472
H: -2.054 -0.776 4.539
H: 0.510 -0.164 4.475
H: 1.521 -0.053 2.065
N: -1.083 0.987 -1.047
C: -2.151 0.625 -1.817
C: -3.249 1.460 -2.001
C: -3.385 2.583 -1.232
C: -2.381 2.942 -0.366
C: -1.162 2.191 -0.328
H: -2.174 -0.266 -2.428
H: -4.123 1.168 -2.565
H: -4.277 3.174 -1.086
H: -2.416 3.848 0.221
H: -0.245 2.542 0.123
N: 0.883 -5.304 1.293
C: 0.126 -6.436 1.601
C: -0.874 -6.382 2.537
C: -1.013 -5.246 3.358
C: -0.211 -4.147 3.186
C: 0.665 -4.175 2.053
H: 0.249 -7.311 0.979
H: -1.572 -7.206 2.569
H: -1.796 -5.208 4.101
H: -0.325 -3.304 3.852
H: 1.351 -3.360 1.878
N: -0.075 4.781 -1.443
C: -0.894 5.733 -1.915
C: -0.501 6.682 -2.863
C: 0.767 6.577 -3.428
C: 1.631 5.534 -2.978
C: 1.180 4.699 -1.946
H: -1.848 5.733 -1.408
H: -1.191 7.446 -3.190
H: 0.950 7.165 -4.315
H: 2.599 5.386 -3.433
H: 1.733 3.843 -1.587

***

This record from OMol25 describes C24H29CoN5 as an isolated structure. The level of theory is the ωB97M-V functional and the def2-TZVPD basis.

Values from the calculation:
total charge	+3
highest occupied orbital energy	-18.7154	eV
Kohn-Sham gap	7.442	eV

Element x y z (Å)
Co: 0.107 -0.139 0.112
C: 1.111 2.577 -0.250
C: 2.230 2.241 0.712
C: 2.862 0.925 0.367
C: 4.240 0.794 0.408
C: 4.849 -0.352 -0.071
C: 4.050 -1.340 -0.627
C: 2.687 -1.175 -0.608
N: 2.075 -0.079 -0.092
N: -0.122 1.779 0.010
C: -0.745 2.198 1.313
C: -0.298 1.266 2.396
C: -0.311 1.557 3.745
C: 0.138 0.598 4.642
C: 0.610 -0.619 4.164
C: 0.602 -0.856 2.806
N: 0.135 0.071 1.952
C: -1.095 1.977 -1.105
C: -2.213 1.010 -0.858
C: -3.523 1.203 -1.235
C: -4.465 0.243 -0.884
C: -4.064 -0.866 -0.150
C: -2.735 -0.998 0.192
N: -1.818 -0.082 -0.169
H: 0.841 3.633 -0.185
H: 1.422 2.377 -1.276
H: 2.989 3.018 0.623
H: 1.905 2.275 1.755
H: 4.832 1.616 0.787
H: 5.926 -0.456 -0.044
H: 4.475 -2.229 -1.071
H: 2.049 -1.928 -1.039
H: -0.487 3.235 1.532
H: -1.830 2.144 1.223
H: -0.659 2.523 4.085
H: 0.138 0.805 5.704
H: 0.986 -1.378 4.835
H: 0.974 -1.774 2.381
H: -1.439 3.013 -1.138
H: -0.582 1.770 -2.048
H: -3.806 2.091 -1.784
H: -5.503 0.370 -1.164
H: -4.773 -1.621 0.157
H: -2.384 -1.842 0.766
C: -0.008 -5.108 -1.425
C: -0.220 -4.668 0.035
C: 0.842 -5.284 0.963
C: -1.642 -5.002 0.516
C: -0.064 -3.206 0.083
N: 0.057 -2.063 0.119
H: -0.095 -6.194 -1.458
H: 0.983 -4.840 -1.791
H: -0.764 -4.686 -2.087
H: 0.731 -6.367 0.922
H: 0.705 -4.972 1.998
H: 1.853 -5.038 0.639
H: -1.742 -6.087 0.535
H: -2.398 -4.610 -0.165
H: -1.828 -4.633 1.526

***

This record from OMol25 describes C44H38N9PS3V as an isolated structure. The level of theory is the ωB97M-V functional and the def2-TZVPD basis.

Values from the calculation:
highest occupied orbital energy (alpha / beta)	-6.3258 / -7.1892	eV
Kohn-Sham gap (alpha / beta)	5.545 / 6.289	eV
spin multiplicity	4
⟨S²⟩	3.782

Element x y z (Å)
V: 0.571 0.657 0.448
C: -2.099 2.228 3.671
C: -1.235 1.408 2.777
N: -0.402 1.889 1.938
N: -0.732 3.198 1.579
C: 0.206 4.189 1.785
N: -0.029 5.244 1.003
S: 1.426 4.053 2.930
C: -1.204 -0.055 2.880
C: -1.819 -0.761 3.877
C: -1.749 -2.169 3.805
C: -0.970 -2.762 2.822
C: -0.434 -1.926 1.837
N: -0.560 -0.604 1.812
H: -1.773 3.232 3.604
H: -1.979 1.827 4.667
H: -3.135 2.158 3.402
H: -1.077 3.190 0.584
H: -0.625 5.149 0.168
H: 0.671 5.958 1.014
H: -2.368 -0.260 4.604
H: -2.208 -2.811 4.550
H: -0.750 -3.829 2.763
H: 0.174 -2.315 1.019
S: -0.968 3.484 -1.598
C: 0.677 3.202 -1.534
N: 1.286 2.547 -0.572
C: 2.657 2.797 -0.634
C: 3.574 2.559 0.379
C: 4.898 2.845 0.180
C: 5.350 3.387 -1.022
C: 4.443 3.680 -2.010
C: 3.104 3.421 -1.795
S: 1.772 3.822 -2.801
H: 3.285 2.060 1.286
H: 5.651 2.580 0.940
H: 6.437 3.430 -1.177
H: 4.758 4.178 -2.926
C: 1.512 -1.551 5.567
C: 2.097 -2.398 4.620
C: 2.423 -1.911 3.337
C: 2.160 -0.600 2.962
C: 1.614 0.216 3.937
C: 1.245 -0.269 5.193
N: 2.216 -0.263 1.579
N: 3.168 -0.950 0.939
C: 3.083 -0.790 -0.420
C: 4.135 -1.190 -1.286
C: 4.050 -1.059 -2.640
C: 2.882 -0.461 -3.123
C: 1.921 -0.016 -2.251
N: 1.993 -0.190 -0.914
H: 1.209 -1.883 6.562
H: 2.327 -3.433 4.916
H: 2.907 -2.541 2.567
H: 1.413 1.253 3.752
H: 0.696 0.375 5.877
H: 5.054 -1.518 -0.827
H: 4.903 -1.332 -3.245
H: 2.629 -0.409 -4.192
H: 1.078 0.541 -2.641
N: -0.765 0.367 -0.853
P: -1.654 -0.688 -1.619
C: -1.343 -2.420 -1.233
C: -2.377 -3.253 -0.830
C: -2.134 -4.576 -0.525
C: -0.852 -5.143 -0.649
C: 0.169 -4.296 -1.070
C: -0.071 -2.956 -1.306
C: -1.481 -0.548 -3.446
C: -1.417 0.710 -4.004
C: -1.189 0.867 -5.370
C: -1.074 -0.222 -6.204
C: -1.148 -1.476 -5.641
C: -1.284 -1.678 -4.260
C: -3.392 -0.445 -1.237
C: -3.685 0.211 -0.078
C: -4.989 0.405 0.350
C: -6.041 -0.058 -0.468
C: -5.755 -0.680 -1.661
C: -4.420 -0.946 -2.012
H: -3.362 -2.880 -0.703
H: -2.931 -5.225 -0.276
H: -0.673 -6.211 -0.516
H: 1.171 -4.683 -1.171
H: 0.777 -2.287 -1.603
H: -1.438 1.530 -3.343
H: -1.165 1.873 -5.777
H: -0.885 0.000 -7.274
H: -0.981 -2.356 -6.291
H: -1.347 -2.680 -3.870
H: -2.872 0.558 0.517
H: -5.166 0.934 1.278
H: -7.058 0.210 -0.199
H: -6.591 -0.947 -2.287
H: -4.119 -1.513 -2.892

***

This record from OMol25 describes H18KrO9Xe as an isolated structure. The level of theory is the ωB97M-V functional and the def2-TZVPD basis.

Values from the calculation:
highest occupied orbital energy	-10.0694	eV
Kohn-Sham gap	10.114	eV

Element x y z (Å)
Kr: 3.194 -0.903 0.991
Xe: -0.549 -0.398 0.266
O: 1.438 -3.476 1.397
H: 1.251 -2.915 2.149
H: 2.127 -4.066 1.703
O: 1.103 -1.923 -2.979
H: 0.934 -2.385 -3.800
H: 1.552 -2.566 -2.431
O: 0.484 3.327 0.953
H: -0.433 3.061 1.014
H: 0.824 2.847 0.198
O: -1.768 -2.342 -2.769
H: -0.946 -1.943 -2.483
H: -2.377 -1.607 -2.847
O: 1.467 0.882 -3.499
H: 1.201 0.732 -4.407
H: 1.359 0.032 -3.074
O: 2.027 2.392 -1.203
H: 1.676 1.876 -1.929
H: 2.809 1.915 -0.926
O: -2.059 2.961 1.574
H: -2.701 2.812 0.879
H: -2.099 3.903 1.739
O: -1.632 -2.774 3.041
H: -2.565 -2.977 2.986
H: -1.395 -2.493 2.156
O: -1.471 1.665 3.844
H: -1.790 2.315 4.470
H: -1.660 2.046 2.986